(1)
{
  "formula": "C4H13BN2O3",
  "method": "ωB97M-V/def2-TZVPD",
  "spin_multiplicity": 1,
  "largest_force_ev_per_a": 3.197,
  "homo_energy_ev": -9.4,
  "energy_ev": -14157.5595,
  "symbols": ["H", "N", "B", "N", "C", "C", "O", "H", "H", "H", "H", "H", "H", "C", "C", "O", "H", "H", "H", "H", "O", "H", "H"],
  "coordinates": [[-4.4498, -2.8606, -0.1357], [-3.8523, -2.0948, -0.0923], [-3.3994, -0.9367, -0.0303], [-2.5650, 0.1410, -0.3368], [-2.1129, 1.2256, 0.5444], [-1.7700, 2.4242, -0.3451], [-0.9792, 0.9616, 1.3816], [-2.0632, -0.0069, -1.2223], [-2.7725, 1.5523, 1.3394], [-1.1694, 2.0918, -1.2391], [-2.6976, 3.0044, -0.6266], [-1.0797, 3.0954, 0.2615], [-0.2598, 0.3456, 0.9414], [4.3628, 0.0336, -0.1981], [3.7192, -1.3499, 0.0467], [3.2448, -2.1015, -0.7599], [3.6968, 0.8706, -0.2538], [4.8010, -0.1905, -1.1884], [5.2355, 0.1977, 0.5069], [3.8890, -1.6439, 1.0444], [0.1886, -1.2257, 0.0345], [-0.7064, -1.5156, 0.2967], [0.7396, -2.0175, 0.0309]],
  "forces_ev_per_a": [[-0.719, -0.776, 0.021], [0.137, 0.434, 0.444], [0.773, -0.110, -0.692], [-0.063, 0.324, 1.000], [1.616, 0.604, -0.789], [0.587, 1.086, 0.213], [1.856, -2.330, -1.159], [-0.190, 0.581, 0.762], [-1.143, -0.421, -0.488], [-0.782, 0.363, 0.700], [1.081, -0.694, 0.002], [-1.018, -0.669, -0.805], [-2.091, 1.731, 0.857], [1.434, -1.941, -0.837], [0.722, 1.378, -0.310], [-0.247, 0.408, -0.250], [-0.409, 0.347, 0.074], [-0.058, 0.875, 0.121], [-1.318, -0.119, -0.578], [-0.204, -0.938, 1.825], [-0.517, -0.204, 0.135], [0.513, -0.003, -0.197], [0.038, 0.072, -0.050]]
}



(2)
{
  "formula": "C5H11NO",
  "method": "ωB97M-V/def2-TZVPD",
  "spin_multiplicity": 1,
  "largest_force_ev_per_a": 5.434,
  "homo_energy_ev": -9.4,
  "energy_ev": -8899.9299,
  "symbols": ["C", "C", "O", "C", "C", "C", "N", "H", "H", "H", "H", "H", "H", "H", "H", "H", "H", "H"],
  "coordinates": [[0.1233, -1.5795, 1.4740], [-0.1146, -1.2121, 0.0223], [0.1248, -2.0085, -0.8882], [-0.1041, 0.3935, -0.2860], [0.8570, 1.2178, 0.5545], [0.1009, 0.6169, -1.7808], [-1.4792, 0.5567, 0.1414], [-0.4277, -0.9185, 2.1430], [-0.2147, -2.6067, 1.6293], [1.1891, -1.5172, 1.7026], [0.6324, 1.1598, 1.6230], [0.7988, 2.2769, 0.2785], [1.8871, 0.8766, 0.4062], [-0.6157, 0.0467, -2.3795], [1.1003, 0.2868, -2.0828], [-0.0219, 1.6739, -2.0408], [-1.9549, 1.2309, -0.4590], [-1.8808, -0.4939, -0.0576]],
  "forces_ev_per_a": [[-1.396, -0.411, 0.041], [5.137, 0.621, -1.659], [-1.483, 1.049, 1.520], [-0.305, -2.204, -0.108], [0.226, -0.161, 0.212], [0.138, -0.188, -0.075], [-2.095, -2.361, -0.357], [0.099, -0.007, 0.017], [0.167, 0.046, 0.086], [-0.059, 0.091, -0.278], [-0.068, -0.105, -0.173], [-0.010, -0.163, -0.084], [-0.061, 0.144, -0.052], [0.071, -0.012, 0.205], [-0.102, 0.149, 0.004], [0.076, -0.039, 0.151], [-0.253, -0.359, 0.125], [-0.084, 3.908, 0.426]]
}



(3)
{
  "formula": "C25H36IN12",
  "method": "ωB97M-V/def2-TZVPD",
  "spin_multiplicity": 1,
  "largest_force_ev_per_a": 0.874,
  "total_charge": 1,
  "homo_energy_ev": -12.6,
  "energy_ev": -52480.9403,
  "symbols": ["C", "C", "N", "C", "C", "C", "C", "I", "C", "N", "N", "H", "H", "H", "H", "H", "H", "H", "H", "H", "C", "C", "N", "H", "H", "H", "C", "C", "N", "H", "H", "H", "C", "C", "N", "H", "H", "H", "C", "C", "N", "H", "H", "H", "C", "C", "N", "H", "H", "H", "C", "C", "N", "H", "H", "H", "C", "C", "N", "H", "H", "H", "C", "C", "N", "H", "H", "H", "C", "C", "N", "H", "H", "H"],
  "coordinates": [[1.5684, 0.1034, 2.9805], [0.7141, 1.1025, 2.2528], [0.9139, 1.3232, 1.0222], [-0.3390, 1.8489, 3.0617], [-1.7009, 1.2326, 2.9275], [-1.8619, -0.1734, 2.8946], [-3.1217, -0.7030, 2.7515], [-3.5065, -2.7214, 2.6285], [-4.1790, 0.2116, 2.6808], [-3.9190, 1.4971, 2.7467], [-2.7179, 2.0642, 2.8548], [1.1757, -0.0520, 3.9854], [2.5671, 0.5087, 3.1190], [1.5877, -0.8588, 2.4738], [0.2760, 2.0344, 0.6582], [-0.0599, 1.8459, 4.1179], [-0.3758, 2.8879, 2.7398], [-0.9868, -0.8020, 2.9772], [-5.2029, -0.0956, 2.5561], [-4.6931, 2.1515, 2.7004], [-4.1406, -3.0633, -1.4027], [-4.8388, -3.1981, -2.6725], [-5.4028, -3.3040, -3.6643], [-3.6471, -2.0921, -1.3602], [-4.8530, -3.1435, -0.5838], [-3.3994, -3.8513, -1.2988], [3.3908, 1.8928, -1.2985], [3.6450, 2.9060, -2.3137], [3.8555, 3.7076, -3.1052], [4.2344, 1.8366, -0.6113], [2.5018, 2.1474, -0.7292], [3.2479, 0.9224, -1.7699], [-1.8461, -7.2676, 0.0038], [-3.0057, -6.4428, 0.3150], [-3.9371, -5.8215, 0.5635], [-2.1750, -8.2582, -0.3034], [-1.2754, -6.8158, -0.8051], [-1.2122, -7.3591, 0.8834], [-6.3505, -0.0020, -2.2351], [-5.9868, 0.1193, -0.8428], [-5.6123, 0.2202, 0.2314], [-5.5417, 0.4362, -2.8101], [-6.4580, -1.0523, -2.5025], [-7.2810, 0.5216, -2.4456], [4.1854, 3.9355, 4.0907], [3.2299, 2.9970, 4.6658], [2.4959, 2.2401, 5.1189], [3.6571, 4.6998, 3.5245], [4.7545, 4.4112, 4.8866], [4.8706, 3.4095, 3.4262], [-6.1893, -5.5469, -6.0430], [-6.5254, -6.9304, -6.3533], [-6.7843, -8.0197, -6.5975], [-5.3156, -5.2407, -6.6147], [-7.0235, -4.8956, -6.2945], [-5.9725, -5.4437, -4.9837], [7.4300, 2.6610, -1.2509], [7.0401, 2.7629, 0.1471], [6.7066, 2.8317, 1.2428], [8.4229, 3.0740, -1.3872], [7.4269, 1.6155, -1.5573], [6.7309, 3.2187, -1.8727], [-1.9754, 0.7236, -1.4865], [-2.7455, 0.4499, -2.7034], [-3.4919, 0.2359, -3.5553], [-1.5109, 1.7063, -1.5324], [-2.6663, 0.6807, -0.6435], [-1.1982, -0.0284, -1.3528], [11.0789, 4.5386, 0.9514], [10.0592, 4.9207, -0.0153], [9.2511, 5.2215, -0.7709], [12.0678, 4.7060, 0.5296], [10.9697, 5.1350, 1.8547], [10.9707, 3.4858, 1.2050]],
  "forces_ev_per_a": [[-0.514, -0.073, 0.460], [0.270, 0.063, -0.031], [-0.233, -0.082, -0.187], [0.076, 0.043, 0.050], [0.202, 0.056, 0.057], [-0.353, 0.087, -0.060], [0.337, 0.160, 0.098], [-0.039, -0.137, -0.115], [-0.018, -0.274, 0.098], [0.268, 0.026, 0.073], [-0.425, -0.222, -0.089], [0.092, -0.056, 0.062], [0.115, -0.134, -0.168], [0.234, 0.074, -0.235], [0.043, 0.065, 0.078], [0.042, 0.031, 0.033], [-0.136, 0.035, 0.005], [0.006, -0.072, -0.030], [-0.103, 0.133, 0.023], [0.082, 0.112, -0.070], [0.018, 0.107, 0.007], [0.078, -0.047, 0.091], [-0.102, 0.031, -0.125], [-0.010, 0.000, -0.011], [0.030, -0.047, 0.034], [-0.015, -0.028, 0.033], [0.055, 0.016, -0.006], [0.047, -0.081, 0.098], [0.029, 0.120, -0.124], [0.002, -0.008, 0.010], [-0.012, -0.068, 0.028], [-0.015, -0.011, 0.023], [0.030, -0.008, -0.025], [0.009, -0.183, 0.002], [-0.001, 0.295, 0.107], [-0.002, -0.006, -0.003], [0.012, -0.016, -0.005], [0.008, -0.011, -0.001], [-0.291, 0.008, -0.148], [-0.103, -0.066, -0.564], [0.253, 0.103, 0.830], [-0.056, -0.046, -0.251], [0.015, 0.026, -0.063], [-0.018, 0.003, 0.074], [0.024, -0.014, -0.018], [0.141, 0.024, -0.007], [-0.209, 0.017, -0.050], [0.010, 0.019, -0.001], [0.006, 0.007, 0.001], [0.030, 0.010, -0.023], [-0.013, -0.038, -0.014], [0.035, 0.112, -0.015], [-0.036, -0.172, -0.013], [0.003, 0.019, 0.004], [0.003, 0.020, 0.009], [-0.001, 0.045, 0.007], [-0.061, -0.175, -0.126], [-0.053, 0.021, -0.056], [-0.099, -0.003, 0.148], [0.028, 0.068, -0.034], [-0.026, 0.000, 0.015], [0.016, 0.041, 0.007], [0.075, -0.168, -0.199], [-0.603, -0.002, -0.033], [0.734, 0.087, 0.316], [-0.030, 0.013, -0.057], [0.030, 0.043, 0.022], [0.014, 0.034, -0.008], [0.036, 0.002, 0.020], [0.062, 0.033, 0.090], [-0.051, 0.044, -0.078], [0.010, -0.003, 0.010], [0.008, -0.001, 0.009], [0.007, -0.001, 0.011]]
}



(4)
{
  "formula": "C2H6N2S",
  "method": "ωB97M-V/def2-TZVPD",
  "spin_multiplicity": 1,
  "largest_force_ev_per_a": 5.718,
  "homo_energy_ev": -8.7,
  "energy_ev": -15982.5503,
  "symbols": ["C", "C", "H", "H", "H", "H", "H", "H", "N", "N", "S"],
  "coordinates": [[-0.4375, -0.6826, -0.8501], [-0.6984, 0.3432, 0.5052], [1.1721, -1.3840, 0.1781], [0.9938, -2.2191, -1.1618], [-1.5305, 0.1080, -2.5084], [-1.4999, -0.1285, 0.9027], [-1.1498, 1.1535, -0.0250], [0.3096, 2.7054, 0.5136], [0.6695, -1.3878, -0.6122], [-0.8130, -0.6534, -2.0366], [0.5953, 1.0056, 1.4195]],
  "forces_ev_per_a": [[1.753, 3.087, 2.122], [-0.145, -0.830, -5.655], [1.453, 0.600, 3.776], [-1.064, 1.598, 0.023], [2.108, -2.561, 2.595], [-2.118, -1.474, 2.469], [-0.391, 0.485, -0.137], [1.089, -3.383, 2.120], [0.652, -3.809, -2.720], [-3.722, 2.290, -3.531], [0.385, 3.995, -1.061]]
}



(5)
{
  "formula": "C3H6N2S",
  "method": "ωB97M-V/def2-TZVPD",
  "spin_multiplicity": 1,
  "largest_force_ev_per_a": 2.678,
  "homo_energy_ev": -8.0,
  "energy_ev": -17023.2450,
  "symbols": ["N", "C", "C", "C", "N", "S", "H", "H", "H", "H", "H", "H"],
  "coordinates": [[2.2882, -0.4980, -0.2305], [0.9542, -0.7748, -0.0293], [0.1160, 0.2044, 0.2692], [-1.3168, -0.0185, 0.0799], [-2.0016, 1.1029, -0.1814], [-2.0491, -1.5063, 0.0018], [2.5343, 0.3415, 0.2841], [2.8998, -1.1722, 0.0994], [0.7044, -1.8722, -0.3149], [0.4688, 1.1762, 0.5168], [-2.9889, 1.0002, -0.3404], [-1.6093, 2.0167, -0.1547]],
  "forces_ev_per_a": [[-0.408, 1.734, 0.554], [0.860, -2.238, -1.194], [-1.664, -1.100, -0.015], [0.329, 0.026, -0.316], [-0.813, -0.321, 0.193], [-0.108, 0.071, 0.160], [0.130, 0.290, -0.432], [1.299, -1.960, 0.312], [-0.173, 2.278, 0.696], [0.283, 0.743, 0.026], [-0.069, 0.118, -0.015], [0.334, 0.358, 0.032]]
}